{
  "formula": "C8H8N2O3",
  "method": "wB97M-V/def2-TZVPD",
  "de_lowest_kj_mol": 0.0,
  "mol_weight_g_mol": 180.16,
  "smiles": "O=C(O)CNC(=O)c1ccccn1",
  "total_energy_ev": -17548.1492,
  "species": ["O", "C", "O", "C", "N", "C", "O", "C", "C", "C", "C", "C", "N", "H", "H", "H", "H", "H", "H", "H", "H"],
  "positions_angstrom": [[4.500216, 0.103490, 0.078865], [3.305282, -0.165083, 0.269850], [2.750127, -0.313796, 1.428082], [2.275438, -0.328415, -0.910955], [0.981551, -0.536769, -0.541450], [0.067959, 0.428100, -0.413832], [0.351954, 1.587982, -0.598453], [-1.264311, 0.133922, -0.030735], [-2.134371, 1.222221, 0.284294], [-3.451987, 0.881793, 0.452596], [-3.938902, -0.387509, 0.074949], [-3.006873, -1.365359, -0.108400], [-1.678548, -1.185641, -0.015890], [1.834522, -0.604887, 1.197235], [2.306880, 0.656923, -1.391337], [2.616582, -1.000309, -1.677769], [0.637589, -1.437872, -0.237513], [-1.827948, 2.263239, 0.395197], [-4.186322, 1.647024, 0.869185], [-4.975111, -0.625228, 0.040889], [-3.458993, -2.381443, -0.269069]],
  "forces_ev_per_a": [[-3.101, -0.687, 0.585], [3.070, 0.491, -2.927], [-1.098, -0.537, 1.283], [3.225, 1.942, -0.743], [-2.526, -2.615, 1.426], [1.715, 1.811, 0.014], [0.506, 1.274, -0.477], [-3.791, -1.653, 1.241], [0.579, -1.268, -0.214], [-2.427, 0.761, 0.316], [1.000, 1.740, 0.885], [-0.017, -1.749, 0.222], [-0.023, 1.937, -1.265], [0.425, 0.403, 0.842], [0.082, -0.062, 0.043], [0.371, -0.597, 0.002], [0.052, -0.333, -0.497], [0.316, -0.588, -0.066], [1.041, -0.986, -0.872], [-0.608, -0.006, 0.038], [1.209, 0.722, 0.165]],
  "nbo_charge": [-0.59, 0.77, -0.63, -0.37, -0.62, 0.61, -0.59, 0.09, -0.21, -0.15, -0.24, 0.03, -0.42, 0.48, 0.27, 0.24, 0.42, 0.26, 0.22, 0.23, 0.20]
}

***

{
  "formula": "C8H8N2O8",
  "method": "wB97M-V/def2-TZVPD",
  "mol_weight_g_mol": 260.16,
  "total_energy_ev": -27771.1112,
  "species": ["O", "N", "O", "O", "C", "C", "C", "C", "C", "C", "C", "C", "O", "N", "O", "O", "O", "O", "H", "H", "H", "H", "H", "H", "H", "H"],
  "positions_angstrom": [[1.928795, -2.400463, -4.647675], [0.772482, -2.539978, -4.163066], [0.113917, -1.524009, -3.780603], [0.278182, -3.696385, -4.067441], [-0.063865, 2.493200, 0.495633], [0.862222, 3.352765, 1.093376], [2.022936, 2.837960, 1.684512], [2.239962, 1.454343, 1.695184], [1.309314, 0.588284, 1.111722], [0.170714, 1.113973, 0.496307], [-0.791792, 0.158394, -0.143175], [-1.244482, -0.976386, 0.778135], [-2.453042, -1.495276, 0.277988], [-2.780707, -2.625507, 1.190806], [-1.952576, -2.840096, 2.060035], [-3.833183, -3.181051, 0.938534], [-0.065831, -0.555378, -1.216078], [-0.062615, 0.130749, -2.339230], [-0.980752, 2.853692, 0.020614], [0.676182, 4.429312, 1.090054], [2.754368, 3.508662, 2.143269], [3.138140, 1.031624, 2.149404], [1.450580, -0.495459, 1.112392], [-1.645596, 0.706611, -0.569770], [-0.450996, -1.723504, 0.793400], [-1.392366, -0.606084, 1.795675]],
  "forces_ev_per_a": [[-2.641, -0.041, 1.237], [0.657, -0.417, -0.589], [1.303, -3.322, -1.568], [0.729, 2.670, 0.007], [0.150, -0.390, 0.029], [0.019, -0.061, -0.010], [-0.255, -0.219, -0.117], [-0.124, -0.175, -0.108], [0.123, 0.497, 0.050], [0.121, 0.093, 0.451], [-0.262, -0.205, -0.125], [0.930, 1.507, -0.098], [-0.488, -1.877, 1.291], [-0.628, -0.449, -0.185], [-1.775, -0.116, -1.228], [2.175, 1.260, 0.424], [-0.439, 0.669, -0.608], [-0.028, 0.781, 1.452], [0.387, 0.093, 0.176], [0.099, -0.354, 0.014], [-0.286, -0.232, -0.183], [-0.253, 0.228, -0.083], [0.179, 0.393, 0.050], [0.305, -0.370, -0.113], [-0.098, -0.050, -0.012], [0.100, 0.087, -0.154]],
  "nbo_charge": [-0.27, 0.67, -0.18, -0.25, -0.23, -0.19, -0.21, -0.20, -0.23, 0.02, 0.03, -0.12, -0.35, 0.71, -0.35, -0.30, -0.16, -0.12, 0.22, 0.22, 0.22, 0.22, 0.22, 0.22, 0.21, 0.21]
}

***

{
  "formula": "C8H8N2OS",
  "method": "wB97M-V/def2-TZVPD",
  "de_lowest_kj_mol": 549.8,
  "mol_weight_g_mol": 180.23,
  "total_energy_ev": -24282.1580,
  "species": ["C", "C", "C", "C", "C", "C", "C", "C", "N", "N", "O", "S", "H", "H", "H", "H", "H", "H", "H", "H"],
  "positions_angstrom": [[1.867653, -1.082273, -1.939833], [0.719535, -1.765930, -2.162614], [-1.001782, 2.580299, 1.227932], [-1.457935, 2.381979, 0.067343], [1.974261, -0.403486, -0.702657], [-0.400964, -1.747690, -1.258377], [-0.220920, 1.373832, 2.151383], [-1.193981, -0.848708, 0.853295], [0.954030, -0.301492, 0.152217], [-0.181589, -0.855223, -0.119811], [-1.321417, -2.546468, -1.456346], [-1.246108, -0.084172, 2.291227], [2.681110, -1.062423, -2.641359], [0.580538, -2.296576, -3.063305], [-1.141820, 3.410397, 1.917829], [-1.822356, 1.823645, -0.771896], [2.858036, 0.116669, -0.325592], [0.816227, 1.165474, 1.889195], [-0.478447, 1.685666, 3.094258], [-1.984069, -1.543517, 0.797110]],
  "forces_ev_per_a": [[-0.184, 0.161, 0.863], [0.272, 1.274, 0.307], [1.550, -1.896, 2.267], [-0.926, 0.196, -1.070], [-1.028, 0.659, 1.112], [0.820, -1.391, -0.731], [-1.647, 0.382, -2.494], [0.610, -0.060, -1.749], [2.718, 0.601, -0.575], [-2.940, -2.516, -0.398], [0.015, 1.763, 1.425], [0.756, 0.793, 1.009], [0.201, -0.125, -0.144], [-0.248, -0.675, -0.734], [0.071, 0.314, -0.532], [0.353, -0.031, 0.027], [-0.182, -0.261, -0.462], [-0.373, 0.329, 0.228], [0.668, 1.380, 2.589], [-0.504, -0.895, -0.938]],
  "nbo_charge": [-0.22, -0.26, -0.32, -0.12, -0.03, 0.57, -0.57, -0.29, -0.23, -0.21, -0.60, 0.44, 0.23, 0.23, 0.22, 0.22, 0.21, 0.27, 0.21, 0.25]
}

***

{
  "formula": "C8H8N4",
  "method": "wB97M-V/def2-TZVPD",
  "de_lowest_kj_mol": 113.3,
  "mol_weight_g_mol": 160.18,
  "smiles": "Cc1nnc2ccnc(C)c2n1",
  "total_energy_ev": -14385.2639,
  "species": ["C", "C", "N", "N", "C", "C", "C", "N", "C", "C", "C", "N", "H", "H", "H", "H", "H", "H", "H", "H"],
  "positions_angstrom": [[3.341537, 0.439210, 0.012730], [1.969086, -0.170448, -0.046516], [1.934990, -1.545080, -0.013459], [0.822242, -2.181068, 0.040800], [-0.363151, -1.454488, -0.005549], [-1.640481, -2.083733, 0.021522], [-2.732649, -1.256678, -0.022343], [-2.668072, 0.108652, -0.014753], [-1.470249, 0.705702, -0.022844], [-1.379226, 2.204767, 0.031999], [-0.266616, -0.049838, -0.061840], [0.910506, 0.595110, -0.037646], [3.189734, 1.525218, 0.130519], [3.922464, 0.014943, 0.796928], [3.884118, 0.243213, -0.934466], [-1.707490, -3.150525, 0.042866], [-3.734167, -1.707703, -0.120250], [-0.787857, 2.619270, -0.767208], [-2.386566, 2.649719, 0.017628], [-0.838155, 2.493755, 0.951890]],
  "forces_ev_per_a": [[-0.765, 0.722, -1.377], [-0.002, -0.120, 0.368], [-0.059, -0.275, 0.087], [-0.747, 0.402, -0.249], [0.828, 0.122, 0.099], [0.594, 1.029, -0.135], [-0.027, -0.291, -0.245], [1.223, 0.379, -0.093], [-1.478, -0.309, -0.162], [-0.505, 0.035, 0.753], [-0.823, -0.689, 0.397], [0.655, -0.114, -0.257], [0.377, -0.483, 0.027], [0.376, -0.267, 0.718], [-0.302, 0.130, 0.453], [-0.077, -0.413, -0.010], [0.482, 0.470, 0.279], [0.185, -0.022, -0.452], [0.439, -0.245, 0.085], [-0.372, -0.061, -0.285]],
  "nbo_charge": [-0.65, 0.37, -0.21, -0.12, 0.09, -0.25, 0.03, -0.41, 0.26, -0.66, 0.09, -0.40, 0.23, 0.24, 0.24, 0.24, 0.20, 0.24, 0.24, 0.23]
}

***

{
  "formula": "C8H8N5O",
  "method": "wB97M-V/def2-TZVPD",
  "de_lowest_kj_mol": 84.8,
  "mol_weight_g_mol": 190.19,
  "smiles": "[NH2+]=C=NCn1nc2ccccc2[n+]1[O-]",
  "total_energy_ev": -17912.9585,
  "charge": 1,
  "species": ["N", "C", "N", "C", "N", "N", "C", "C", "C", "C", "C", "C", "N", "O", "H", "H", "H", "H", "H", "H", "H", "H"],
  "positions_angstrom": [[0.370815, -3.822348, -2.127222], [-0.184606, -2.696816, -2.243092], [-0.719509, -1.700242, -2.549870], [-1.205666, -0.431896, -2.182706], [-0.523557, 0.174536, -1.074594], [-0.375982, 1.486845, -0.969605], [0.035452, 1.697355, 0.281804], [0.328413, 2.885025, 0.981770], [0.687110, 2.768798, 2.295834], [0.782958, 1.521308, 2.957790], [0.520970, 0.346914, 2.310873], [0.144089, 0.451321, 0.966626], [-0.224729, -0.483991, 0.073591], [-0.274767, -1.732202, 0.148344], [1.252274, -4.032160, -2.583291], [0.012420, -4.490040, -1.447222], [-1.125741, 0.248491, -3.039119], [-2.272052, -0.574287, -1.942589], [0.246624, 3.837730, 0.488315], [0.898402, 3.658880, 2.867012], [1.061078, 1.507313, 3.999956], [0.566007, -0.620532, 2.787396]],
  "forces_ev_per_a": [[0.483, -1.359, 0.413], [-0.906, 2.449, -0.571], [0.774, -1.965, 0.086], [-0.781, 0.899, 0.034], [0.647, 0.211, 0.703], [-0.194, 0.514, -0.482], [-0.055, -1.080, 0.141], [0.096, 0.247, 0.293], [-0.121, 0.425, -0.565], [-0.067, -0.706, -0.092], [0.131, -0.112, 0.441], [-0.163, 0.607, -0.557], [-0.038, 0.886, -0.264], [-0.190, -1.450, 0.112], [-0.021, 0.126, 0.055], [0.033, 0.112, -0.121], [-0.017, -0.087, 0.339], [0.273, 0.016, -0.093], [0.011, 0.173, -0.038], [0.027, 0.129, -0.001], [0.025, -0.031, 0.078], [0.054, -0.003, 0.087]],
  "nbo_charge": [-0.76, 0.81, -0.28, -0.08, -0.02, -0.22, 0.09, -0.19, -0.18, -0.17, -0.23, 0.10, 0.25, -0.58, 0.47, 0.47, 0.29, 0.26, 0.24, 0.24, 0.24, 0.25]
}